1.
3 unconnected molecules or ions with the total composition C16H46N6O5P2S, computed with the ωB97M-V functional and the def2-TZVPD basis.

**Energy**: -2422.6363 hartree
**HOMO**: -8.18 eV

```
! wB97M-V def2-TZVPD RIJCOSX def2/J DEFGRID3
* xyz 0 1
C 2.342 -4.727 0.237
C 1.373 -3.561 0.666
C 0.255 -3.296 -0.439
C -0.843 -2.408 0.278
O -0.183 -4.602 -0.887
S -1.797 -4.914 -0.624
O -2.206 -5.790 -1.767
O -1.936 -5.934 0.712
H 2.823 -4.430 -0.730
H 1.828 -5.711 0.116
H 3.166 -4.895 0.984
H 0.927 -3.789 1.666
H 1.993 -2.630 0.791
H 0.742 -2.678 -1.233
H -1.211 -2.840 1.251
H -0.320 -1.454 0.579
H -1.684 -2.076 -0.384
H -1.928 -5.323 1.469
O 0.633 -0.117 2.930
P 0.630 1.277 3.575
N 2.322 1.278 3.960
C 2.979 1.997 5.039
C 3.210 1.282 2.796
N -0.301 0.766 4.951
C 0.295 0.515 6.251
C -1.298 -0.274 4.690
N 0.472 2.964 4.118
C -0.797 3.404 4.728
C 0.686 3.868 2.958
H 3.015 3.080 4.874
H 4.012 1.651 5.145
H 2.527 1.815 6.009
H 3.382 2.300 2.419
H 2.800 0.690 1.977
H 4.181 0.847 3.044
H 1.105 -0.222 6.194
H -0.447 0.148 6.964
H 0.669 1.440 6.696
H -0.850 -1.275 4.666
H -1.803 -0.099 3.739
H -2.071 -0.266 5.464
H -1.661 3.122 4.122
H -0.804 4.491 4.850
H -0.925 3.007 5.732
H -0.114 3.761 2.219
H 1.631 3.651 2.455
H 0.733 4.910 3.277
O 0.408 0.073 -2.659
P -0.550 0.104 -3.861
N 0.544 0.989 -4.876
C 0.201 1.907 -5.950
C 1.741 0.246 -5.273
N -1.614 1.221 -3.060
C -1.622 2.643 -3.348
C -1.739 1.043 -1.612
N -1.711 0.004 -5.205
C -3.155 0.019 -4.906
C -1.480 -1.262 -5.950
H -0.213 1.402 -6.831
H 1.091 2.452 -6.277
H -0.496 2.680 -5.642
H 1.558 -0.378 -6.158
H 2.090 -0.407 -4.473
H 2.564 0.927 -5.506
H -0.628 3.091 -3.223
H -2.318 3.177 -2.697
H -1.988 2.836 -4.360
H -0.902 1.502 -1.071
H -1.779 -0.014 -1.351
H -2.667 1.493 -1.246
H -3.420 -0.699 -4.126
H -3.732 -0.222 -5.804
H -3.499 1.007 -4.607
H -1.723 -2.134 -5.336
H -0.437 -1.356 -6.258
H -2.081 -1.295 -6.860
*
```

How positive or negative is each atom? The Mulliken charges in e answer that: atom 1 (C): -1.1968, atom 2 (C): -0.3287, atom 3 (C): 0.3803, atom 4 (C): -1.0804, atom 5 (O): -0.3245, atom 6 (S): 0.6357, atom 7 (O): -0.5514, atom 8 (O): -0.4780, atom 9 (H): 0.3015, atom 10 (H): 0.2669, atom 11 (H): 0.3658, atom 12 (H): 0.2691, atom 13 (H): 0.1900, atom 14 (H): 0.2094, atom 15 (H): 0.3336, atom 16 (H): 0.2703, atom 17 (H): 0.3281, atom 18 (H): 0.3580, atom 19 (O): -0.7508, atom 20 (P): 0.9107, atom 21 (N): 0.1012, atom 22 (C): -0.8286, atom 23 (C): -1.0671, atom 24 (N): 0.2219, atom 25 (C): -1.1787, atom 26 (C): -1.0491, atom 27 (N): -0.0570, atom 28 (C): -0.9426, atom 29 (C): -1.0849, atom 30 (H): 0.2782, atom 31 (H): 0.3806, atom 32 (H): 0.1572, atom 33 (H): 0.3358, atom 34 (H): 0.2127, atom 35 (H): 0.3790, atom 36 (H): 0.2887, atom 37 (H): 0.4293, atom 38 (H): 0.3042, atom 39 (H): 0.3071, atom 40 (H): 0.2974, atom 41 (H): 0.3461, atom 42 (H): 0.3346, atom 43 (H): 0.3756, atom 44 (H): 0.2687, atom 45 (H): 0.3853, atom 46 (H): 0.2455, atom 47 (H): 0.4106, atom 48 (O): -0.8163, atom 49 (P): 0.9857, atom 50 (N): 0.0965, atom 51 (C): -0.8253, atom 52 (C): -1.1282, atom 53 (N): 0.2771, atom 54 (C): -1.1929, atom 55 (C): -0.7181, atom 56 (N): -0.0381, atom 57 (C): -0.9230, atom 58 (C): -1.0939, atom 59 (H): 0.2716, atom 60 (H): 0.3813, atom 61 (H): 0.1562, atom 62 (H): 0.3389, atom 63 (H): 0.2861, atom 64 (H): 0.3718, atom 65 (H): 0.3079, atom 66 (H): 0.4098, atom 67 (H): 0.3245, atom 68 (H): 0.3835, atom 69 (H): -0.1943, atom 70 (H): 0.3698, atom 71 (H): 0.3191, atom 72 (H): 0.3727, atom 73 (H): 0.2738, atom 74 (H): 0.3886, atom 75 (H): 0.2482, atom 76 (H): 0.4064

---

2.
5 unconnected molecules or ions with the total composition C8H10BBr2NO14, computed with the ωB97M-V functional and the def2-TZVPD basis.

**Energy**: -6592.2773 hartree
**ΔE to the lowest compared entry with this formula, charge and spin**: 0.0 kcal/mol
**HOMO**: -3.17 eV

```
! wB97M-V def2-TZVPD RIJCOSX def2/J DEFGRID3
* xyz -2 1
N -1.675 -0.120 1.758
H -1.497 -0.107 2.752
H -1.725 -1.132 1.469
H -0.878 0.252 1.223
H -2.605 0.302 1.486
O -0.818 0.455 -2.453
C 0.209 -0.114 -2.253
O 0.905 -0.893 -3.073
B 2.197 -1.245 -2.473
O 2.176 -0.590 -1.109
C 1.024 -0.009 -0.947
O 0.638 0.537 0.066
O 2.539 -2.656 -2.383
C 3.538 -2.948 -3.194
O 3.967 -4.030 -3.471
C 4.070 -1.590 -3.754
O 3.293 -0.641 -3.293
O 5.003 -1.505 -4.508
O -5.937 2.099 0.941
C -5.061 1.107 0.483
O -5.470 0.347 -0.384
O -3.912 1.166 1.025
H -5.364 2.543 1.581
O -0.288 -4.346 1.158
C -1.289 -3.737 0.434
O -1.775 -2.678 0.949
O -1.633 -4.265 -0.621
H -0.254 -3.830 1.971
Br 1.132 1.621 3.387
C 1.521 2.767 1.815
C 1.407 4.236 2.122
Br -0.465 4.701 2.497
H 0.797 2.455 1.075
H 2.535 2.506 1.526
H 1.668 4.810 1.237
H 2.027 4.533 2.962
*
```

How positive or negative is each atom? The natural (NBO) charges in e answer that: atom 1 (N): -0.9424, atom 2 (H): 0.3889, atom 3 (H): 0.4817, atom 4 (H): 0.4438, atom 5 (H): 0.4844, atom 6 (O): -0.5206, atom 7 (C): 0.6844, atom 8 (O): -0.6551, atom 9 (B): 1.1652, atom 10 (O): -0.6288, atom 11 (C): 0.7115, atom 12 (O): -0.6589, atom 13 (O): -0.6447, atom 14 (C): 0.6828, atom 15 (O): -0.5611, atom 16 (C): 0.6810, atom 17 (O): -0.6529, atom 18 (O): -0.5841, atom 19 (O): -0.7619, atom 20 (C): 0.9601, atom 21 (O): -0.7171, atom 22 (O): -0.8827, atom 23 (H): 0.4676, atom 24 (O): -0.7437, atom 25 (C): 0.9593, atom 26 (O): -0.8882, atom 27 (O): -0.7292, atom 28 (H): 0.4640, atom 29 (Br): -0.0587, atom 30 (C): -0.4230, atom 31 (C): -0.4396, atom 32 (Br): -0.0208, atom 33 (H): 0.2671, atom 34 (H): 0.2298, atom 35 (H): 0.2264, atom 36 (H): 0.2157

---

3.
A molecular structure, C24H29N2O6P2S6SbZr, computed with the ωB97M-V functional and the def2-TZVPD basis.

**Energy**: -4852.4013 hartree
**ΔE to the lowest compared entry with this formula, charge and spin**: 31.2 kcal/mol
**HOMO**: -2.36 eV

```
! wB97M-V def2-TZVPD RIJCOSX def2/J DEFGRID3
* xyz -2 1
Zr -0.986 -1.284 0.589
C 3.166 -0.694 1.794
P 1.397 -0.455 2.235
C 1.506 -1.106 3.974
C 1.319 1.328 2.680
C 2.440 2.098 2.971
C 2.313 3.447 3.257
C 1.058 4.038 3.267
C -0.067 3.278 2.989
C 0.052 1.926 2.683
P -1.398 0.892 2.206
C -2.182 0.707 3.860
C -2.511 2.112 1.429
H 3.468 0.004 1.015
H 3.278 -1.709 1.406
H 3.813 -0.583 2.666
H 2.226 -0.532 4.560
H 1.813 -2.152 3.930
H 0.524 -1.067 4.445
H 3.423 1.645 2.962
H 3.197 4.043 3.450
H 0.955 5.095 3.481
H -1.041 3.751 2.995
H -2.277 1.684 4.334
H -1.581 0.042 4.479
H -3.165 0.257 3.717
H -2.821 2.899 2.117
H -3.404 1.603 1.057
H -1.986 2.539 0.572
S -4.027 -1.360 -2.306
Sb -5.310 -1.129 -0.193
S -2.714 -3.111 0.329
S -3.449 -1.544 1.454
S -5.719 1.116 -0.014
O -0.127 -4.003 3.417
C -0.160 -3.209 2.504
O -0.880 -2.127 2.463
C 0.757 -3.383 1.250
O 1.711 -4.125 1.265
O 0.402 -2.638 0.239
C -1.133 1.590 -2.945
C -2.416 0.788 -3.146
C -2.335 0.034 -4.478
C -3.617 1.740 -3.142
C -2.593 -0.210 -1.985
N -1.927 -0.293 -0.941
H -1.081 2.406 -3.671
H -0.256 0.956 -3.071
H -1.101 2.008 -1.941
H -2.222 0.745 -5.300
H -3.237 -0.554 -4.645
H -1.475 -0.641 -4.485
H -3.554 2.429 -3.991
H -3.643 2.316 -2.216
H -4.550 1.182 -3.206
O 5.030 0.524 -3.263
S 4.522 -0.198 -2.119
O 5.522 -0.763 -1.248
N 3.454 0.699 -1.261
C 2.238 0.209 -1.348
S 0.959 0.836 -0.427
C 2.100 -0.963 -2.263
C 0.955 -1.618 -2.679
C 1.089 -2.760 -3.458
C 2.342 -3.232 -3.825
C 3.492 -2.543 -3.457
C 3.341 -1.411 -2.690
H -0.023 -1.243 -2.410
H 0.199 -3.298 -3.762
H 2.428 -4.144 -4.402
H 4.475 -2.886 -3.754
*
```

How positive or negative is each atom? The Mulliken charges in e answer that: atom 1 (Zr): -0.0427, atom 2 (C): -1.7363, atom 3 (P): 1.6042, atom 4 (C): -1.5713, atom 5 (C): 0.1941, atom 6 (C): -0.9938, atom 7 (C): -0.7692, atom 8 (C): -0.7950, atom 9 (C): -0.8196, atom 10 (C): -0.2378, atom 11 (P): 2.0128, atom 12 (C): -1.3112, atom 13 (C): -0.8045, atom 14 (H): 0.4713, atom 15 (H): 0.3480, atom 16 (H): 0.5381, atom 17 (H): 0.5135, atom 18 (H): 0.4860, atom 19 (H): 0.2014, atom 20 (H): 0.3250, atom 21 (H): 0.3865, atom 22 (H): 0.3841, atom 23 (H): 0.2897, atom 24 (H): 0.4686, atom 25 (H): 0.2656, atom 26 (H): 0.3946, atom 27 (H): 0.6097, atom 28 (H): -0.2278, atom 29 (H): 0.3688, atom 30 (S): -0.3483, atom 31 (Sb): 0.3886, atom 32 (S): -0.2833, atom 33 (S): -0.0531, atom 34 (S): -0.7424, atom 35 (O): -0.6970, atom 36 (C): 0.4387, atom 37 (O): -0.3215, atom 38 (C): 0.6354, atom 39 (O): -0.6868, atom 40 (O): -0.3234, atom 41 (C): -1.2816, atom 42 (C): 1.9523, atom 43 (C): -1.8082, atom 44 (C): -1.8899, atom 45 (C): -0.0092, atom 46 (N): 0.0985, atom 47 (H): 0.5042, atom 48 (H): 0.1589, atom 49 (H): 0.0776, atom 50 (H): 0.4532, atom 51 (H): 0.4727, atom 52 (H): 0.2094, atom 53 (H): 0.4838, atom 54 (H): 0.2842, atom 55 (H): 0.3548, atom 56 (O): -0.7210, atom 57 (S): 1.2194, atom 58 (O): -0.6822, atom 59 (N): -0.6539, atom 60 (C): 0.3098, atom 61 (S): 0.0545, atom 62 (C): 0.3246, atom 63 (C): 0.4955, atom 64 (C): -1.3546, atom 65 (C): -0.5684, atom 66 (C): -0.6540, atom 67 (C): -0.2889, atom 68 (H): 0.6504, atom 69 (H): 0.4539, atom 70 (H): 0.3732, atom 71 (H): 0.4213

---

4.
5 unconnected molecules or ions with the total composition C10H31ClO17P3, computed with the ωB97M-V functional and the def2-TZVPD basis.

**Energy**: -3162.9906 hartree
**ΔE to the lowest compared entry with this formula, charge and spin**: 21.6 kcal/mol
**HOMO**: -6.71 eV

```
! wB97M-V def2-TZVPD RIJCOSX def2/J DEFGRID3
* xyz -1 1
Cl 5.916 -15.403 21.904
O 7.344 -15.298 21.877
O 5.171 -14.283 22.458
O 5.557 -15.502 20.486
O 5.531 -16.588 22.589
C 9.683 -13.169 23.702
O 10.789 -12.464 23.115
P 11.615 -12.754 21.780
O 12.921 -12.041 21.703
O 11.735 -14.355 21.760
C 12.298 -14.984 20.574
O 10.636 -12.394 20.564
C 9.593 -13.280 20.088
H 8.836 -12.508 23.872
H 9.962 -13.810 24.537
H 9.402 -13.889 22.932
H 13.303 -15.351 20.775
H 12.269 -14.450 19.624
H 11.654 -15.828 20.325
H 8.657 -12.766 20.296
H 9.602 -14.252 20.581
H 9.780 -13.532 19.045
C 7.182 -21.978 23.552
O 7.741 -20.696 23.719
P 8.605 -20.389 25.097
O 9.152 -21.591 25.784
O 9.760 -19.415 24.560
C 10.796 -19.894 23.717
O 7.721 -19.334 25.971
C 7.174 -18.235 25.296
H 7.672 -22.336 22.646
H 6.110 -21.805 23.469
H 7.479 -22.667 24.342
H 10.784 -19.328 22.781
H 10.572 -20.871 23.290
H 11.772 -19.621 24.115
H 7.880 -17.683 24.676
H 6.828 -17.549 26.071
H 6.247 -18.388 24.742
C 6.070 -6.141 23.279
O 6.049 -7.376 23.924
P 6.036 -8.800 23.152
O 7.017 -8.839 22.094
O 6.167 -9.918 24.296
C 5.672 -11.305 24.032
O 4.567 -8.951 22.570
C 4.091 -8.279 21.385
H 6.263 -6.264 22.212
H 6.916 -5.568 23.663
H 5.175 -5.556 23.487
H 5.557 -11.452 22.960
H 4.742 -11.461 24.575
H 6.484 -11.933 24.394
H 4.617 -8.728 20.543
H 4.348 -7.220 21.402
H 3.008 -8.383 21.369
C 4.923 -12.639 18.736
O 6.272 -13.030 18.858
H 4.686 -11.996 17.887
H 4.320 -13.501 18.435
H 4.423 -12.235 19.618
H 6.364 -13.571 19.648
*
```

How positive or negative is each atom? The natural (NBO) charges in e answer that: atom 1 (Cl): 2.5436, atom 2 (O): -0.8811, atom 3 (O): -0.8717, atom 4 (O): -0.9086, atom 5 (O): -0.8695, atom 6 (C): -0.2427, atom 7 (O): -0.8312, atom 8 (P): 2.5731, atom 9 (O): -1.0852, atom 10 (O): -0.8249, atom 11 (C): -0.2640, atom 12 (O): -0.8279, atom 13 (C): -0.2567, atom 14 (H): 0.1947, atom 15 (H): 0.1874, atom 16 (H): 0.2028, atom 17 (H): 0.1924, atom 18 (H): 0.1956, atom 19 (H): 0.1885, atom 20 (H): 0.2150, atom 21 (H): 0.1945, atom 22 (H): 0.1848, atom 23 (C): -0.2559, atom 24 (O): -0.8054, atom 25 (P): 2.5389, atom 26 (O): -1.0889, atom 27 (O): -0.8167, atom 28 (C): -0.2584, atom 29 (O): -0.7864, atom 30 (C): -0.2744, atom 31 (H): 0.1800, atom 32 (H): 0.1898, atom 33 (H): 0.2030, atom 34 (H): 0.1835, atom 35 (H): 0.1937, atom 36 (H): 0.1985, atom 37 (H): 0.2051, atom 38 (H): 0.1874, atom 39 (H): 0.2052, atom 40 (C): -0.2430, atom 41 (O): -0.8150, atom 42 (P): 2.5824, atom 43 (O): -1.1183, atom 44 (O): -0.8220, atom 45 (C): -0.2307, atom 46 (O): -0.8438, atom 47 (C): -0.2394, atom 48 (H): 0.1907, atom 49 (H): 0.1840, atom 50 (H): 0.1745, atom 51 (H): 0.2136, atom 52 (H): 0.1939, atom 53 (H): 0.1990, atom 54 (H): 0.2068, atom 55 (H): 0.1718, atom 56 (H): 0.1934, atom 57 (C): -0.2474, atom 58 (O): -0.7400, atom 59 (H): 0.1613, atom 60 (H): 0.1605, atom 61 (H): 0.1639, atom 62 (H): 0.4959